Arrangement a

Here is a 2-piece molecular cluster, C4H13N3 overall from the Open Molecules 2025 dataset. Energies are from wB97M-V/def2-TZVPD.

Positions of all 20 atoms, in Å:
C (-1.87817, -1.43027, -0.75831)
C (1.60119, 0.04893, 1.11293)
C (1.67047, -0.85309, -1.15540)
C (-1.48953, 1.88633, 0.52146)
N (-1.49716, -0.35049, -0.06246)
N (1.51529, 0.28649, -0.31417)
N (-1.46121, 0.86904, -0.51720)
H (-1.65757, -2.38091, -0.39859)
H (0.61713, 0.77996, -0.44860)
H (-2.34510, -1.28504, -1.68590)
H (0.71840, 0.07360, 1.77890)
H (2.10986, -0.89522, 1.37525)
H (2.23782, 0.84025, 1.58041)
H (2.70446, -0.81685, -1.45760)
H (1.33475, -1.80319, -0.62547)
H (1.21752, -0.84696, -2.09857)
H (-1.08792, 1.41305, 1.40861)
H (-0.71319, 2.75923, 0.17320)
H (-2.46164, 2.13565, 0.69552)
H (-1.13538, -0.43051, 0.87598)

***

Arrangement b

Here is an isolated molecule of C4H13N3 from the Open Molecules 2025 dataset. Energies are from wB97M-V/def2-TZVPD.

Calculated values
**Structure (SMILES)**: NCCNCCN

Positions of all 20 atoms, in Å:
N (-2.85592, 0.40143, 0.68937)
C (-2.05828, -0.15624, 1.62836)
C (-0.90013, -0.99291, 0.97604)
N (-0.17291, -0.06402, 0.00157)
C (1.21220, 0.61101, 0.18159)
C (1.72750, 0.86693, -1.30176)
N (1.96196, -0.34334, -2.16416)
H (-2.00927, 0.53688, -0.06564)
H (-3.51496, -0.38752, 0.40043)
H (-2.44331, -0.93188, 2.38455)
H (-1.55160, 0.50108, 2.27699)
H (-0.14933, -1.26572, 1.74245)
H (-1.25590, -2.01376, 0.55974)
H (-0.16413, -0.27042, -1.03130)
H (1.11609, 1.53860, 0.74680)
H (2.05435, -0.08942, 0.66302)
H (1.03784, 1.55357, -1.72495)
H (2.74415, 1.38562, -1.26776)
H (2.79011, -0.91672, -1.71834)
H (2.43152, 0.03684, -2.97702)

***

Arrangement c

Here is a 2-piece molecular cluster, C4H13N3 overall from the Open Molecules 2025 dataset. Energies are from wB97M-V/def2-TZVPD.

Positions of all 20 atoms, in Å:
C (1.06865, 0.04464, -0.82026)
C (0.01226, -1.09288, -0.76349)
C (-0.32176, -1.37370, 0.74446)
N (0.82362, -2.07180, 1.26249)
N (2.30306, -0.51304, -0.23406)
C (-1.34381, 2.55651, -0.13471)
N (-1.60257, 1.20755, 0.04705)
H (1.09606, 0.53741, -1.81094)
H (0.69200, 0.92580, -0.21487)
H (-0.97186, -0.88854, -1.22313)
H (0.26928, -2.12122, -1.04287)
H (-0.40243, -0.28733, 1.04180)
H (-1.13274, -2.06880, 0.89371)
H (1.67283, -1.66790, 0.84685)
H (1.14717, -2.11183, 2.26348)
H (2.96567, -0.38232, -0.92206)
H (-0.60623, 2.12208, -0.77449)
H (-2.12251, 3.02470, -0.78650)
H (-1.19267, 3.08347, 0.87869)
H (-2.35404, 1.07720, 0.74886)

***

arrangement b (0.0578 hartree below the next structure)

***

Arrangement a

Here is a 2-piece molecular cluster, C5H11O2 overall from the Open Molecules 2025 dataset. Energies are from wB97M-V/def2-TZVPD.

Calculated values
**Total charge**: -1

Positions of all 18 atoms, in Å:
C (1.56151, -0.53237, 0.16340)
O (2.47928, -0.72788, -0.82652)
C (0.13633, -0.49816, -0.37867)
C (-0.96016, -0.82561, 0.65861)
C (-1.94072, 0.29544, 0.82050)
C (-3.06897, 0.43479, 0.14414)
H (1.54434, -1.39562, 0.87021)
H (1.80288, 0.38354, 0.74627)
H (0.18279, -1.20570, -1.20856)
H (-0.12054, 0.44492, -0.86879)
H (-1.45443, -1.78197, 0.50661)
H (-0.43488, -0.90027, 1.62096)
H (-1.59400, 1.14408, 1.41050)
H (-3.45675, -0.34200, -0.51220)
H (-3.76990, 1.26057, 0.25130)
H (2.90341, 2.08427, -0.70392)
H (2.92564, 0.58785, -1.26057)
O (3.26418, 1.57412, -1.43330)

***

Arrangement b

Here is a 2-piece molecular cluster, C5H11O2 overall from the Open Molecules 2025 dataset. Energies are from wB97M-V/def2-TZVPD.

Calculated values
**Total charge**: -1

Positions of all 18 atoms, in Å:
C (0.00090, -0.82701, -1.35432)
C (-0.88845, 0.23277, -2.06069)
C (0.61242, -1.75556, -2.43558)
O (1.83494, -1.54385, -2.65468)
O (-0.15000, -2.57118, -3.00349)
H (0.85267, -0.33280, -0.88410)
H (-0.60208, -1.26433, -0.54676)
H (-1.93905, 0.11871, -1.80917)
H (-0.86119, 0.09356, -3.13765)
H (-0.57049, 1.24694, -1.79439)
C (0.85373, 1.10031, 2.80596)
C (-0.42046, 0.51482, 2.18277)
H (1.74066, 0.79494, 2.25428)
H (0.85762, 2.17249, 2.57837)
H (0.86802, 0.98638, 3.88295)
H (-0.66662, -0.50077, 2.48416)
H (-0.22282, 0.40166, 1.11253)
H (-1.29981, 1.13292, 2.37981)

***

arrangement b (0.0626 hartree below the next structure)

***

Arrangement a

Here is a 2-piece molecular cluster, C5H11O2 overall from the Open Molecules 2025 dataset. Energies are from wB97M-V/def2-TZVPD.

Calculated values
**Total charge**: -1

Positions of all 18 atoms, in Å:
C (1.40516, -1.30933, -0.89364)
C (0.24785, -2.26165, -0.80460)
C (0.96127, 0.31925, -1.45584)
O (1.75903, 1.21378, -1.09636)
O (-0.06782, 0.27519, -2.13195)
H (1.75054, -1.21750, 0.16090)
H (2.19485, -1.57014, -1.57740)
H (-0.47697, -2.03359, 0.01413)
H (0.36200, -3.33051, -0.95089)
H (-0.28677, -1.91030, -1.79064)
C (-0.48038, 2.04181, 1.09464)
C (-1.51728, 0.93896, 1.59827)
H (0.13490, 2.36958, 1.83508)
H (0.18608, 1.56490, 0.18029)
H (-0.71960, 2.90894, 0.53676)
H (-1.06320, -0.10572, 1.86645)
H (-2.06518, 1.21037, 2.52007)
H (-2.32449, 0.89595, 0.89472)

***

Arrangement b

Here is a 2-piece molecular cluster, C5H11O2 overall from the Open Molecules 2025 dataset. Energies are from wB97M-V/def2-TZVPD.

Calculated values
**Total charge**: -1

Positions of all 18 atoms, in Å:
C (-1.43305, -2.64029, -2.00316)
C (-1.72257, -1.19134, -2.55921)
O (-2.65554, -0.53174, -2.09804)
O (-0.83954, -0.87233, -3.40444)
H (-0.38556, -2.88471, -1.70276)
H (-1.63408, -3.37045, -2.74777)
H (-1.80519, -2.78900, -0.98543)
C (0.72481, 0.73879, 1.16727)
C (0.05434, 2.03415, 0.76119)
C (1.91957, 1.00233, 2.16840)
H (1.36078, 0.32639, 0.36680)
H (0.02624, 0.04547, 1.64427)
H (-0.61437, 2.35318, 1.56306)
H (0.79466, 2.83801, 0.86866)
H (2.27998, -0.00239, 2.33793)
H (1.68956, 1.34786, 3.18560)
H (-0.36367, 1.89813, -0.25817)
H (2.60361, 1.69795, 1.69580)

***

Arrangement c

Here is a 2-piece molecular cluster, C5H11O2 overall from the Open Molecules 2025 dataset. Energies are from wB97M-V/def2-TZVPD.

Calculated values
**Total charge**: -1

Positions of all 18 atoms, in Å:
C (-1.47252, 2.45719, 1.29077)
C (-0.64149, 1.18531, 1.75455)
O (-1.16705, 0.80222, 2.77286)
O (0.41898, 0.95700, 1.07079)
H (-1.77250, 2.18872, 0.22928)
H (-0.88480, 3.41705, 1.23564)
H (-2.37822, 2.54506, 2.00192)
C (0.74062, -1.84129, -1.11899)
C (-0.55157, -0.74267, -1.28498)
C (1.93770, -1.25559, -0.39655)
H (0.16542, -2.64712, -0.88238)
H (0.81518, -2.08740, -2.20455)
H (-1.32037, -1.01906, -1.99462)
H (2.00843, -1.48507, 0.69541)
H (2.80818, -1.70609, -0.89423)
H (-0.07352, 0.11869, -1.62104)
H (-0.76361, -0.66353, -0.22884)
H (2.13113, -0.22342, -0.42502)

***

arrangement b (0.0259 hartree below the next structure)

***

Arrangement a

Here is a 2-piece molecular cluster, C5H11O2 overall from the Open Molecules 2025 dataset. Energies are from wB97M-V/def2-TZVPD.

Calculated values
**Total charge**: -1

Positions of all 18 atoms, in Å:
C (1.64936, 1.58946, -0.26524)
C (2.93895, 0.86596, -0.69748)
H (1.38482, 1.27720, 0.74230)
H (1.75803, 2.67351, -0.21929)
H (0.84637, 1.38924, -0.97072)
H (3.01040, 0.67046, -1.76717)
H (2.92876, -0.13161, -0.25496)
H (3.81953, 1.40325, -0.34979)
C (-1.26934, -0.85168, 0.11317)
C (-2.39253, -0.01176, 0.70370)
C (-1.62342, -2.39720, 0.19742)
O (-2.26653, -2.85388, -0.76657)
O (-1.22664, -2.95763, 1.24947)
H (-1.14879, -0.58440, -0.93436)
H (-0.35270, -0.73296, 0.69135)
H (-3.36279, -0.48366, 0.53476)
H (-2.46017, 0.96563, 0.22555)
H (-2.23330, 0.17007, 1.76784)

***

Arrangement b

Here is a 2-piece molecular cluster, C5H11O2 overall from the Open Molecules 2025 dataset. Energies are from wB97M-V/def2-TZVPD.

Calculated values
**Total charge**: -1

Positions of all 18 atoms, in Å:
C (-1.69482, -0.68138, 1.33465)
C (-0.19700, -1.15220, 1.23256)
C (-1.71659, 0.06229, 2.65359)
H (-2.38031, -1.61950, 1.43464)
H (-2.10461, 0.00268, 0.54281)
H (-0.17918, -2.12536, 0.66759)
H (0.46371, -0.43785, 0.72567)
H (-2.54259, -0.35570, 3.30647)
H (0.08055, -1.38880, 2.31406)
H (-1.94889, 1.12193, 2.31219)
H (-0.95026, -0.03207, 3.32115)
C (2.38136, 0.60488, -2.64231)
C (1.23742, 1.41943, -3.27495)
O (0.70826, 0.92325, -4.21241)
O (1.00274, 2.48178, -2.60193)
H (3.37271, 1.12556, -2.63796)
H (2.35887, -0.41075, -2.96802)
H (2.10862, 0.46179, -1.50779)

***

arrangement a (0.0468 hartree below the next structure)

***

Arrangement a

Here is C2H4N4S as an isolated structure from the Open Molecules 2025 dataset. Energies are from wB97M-V/def2-TZVPD.

Positions of all 11 atoms, in Å:
C (-0.67351, -0.09110, -0.25490)
C (0.87518, -0.19351, -0.26344)
H (-2.49917, -0.57678, -1.49658)
H (-0.75200, -2.10362, -1.07535)
H (0.20454, 2.00428, 1.65954)
H (2.08035, 0.66804, 1.09090)
N (-1.28557, -0.81969, -1.18264)
N (-0.97386, 0.53060, 0.83309)
N (0.12130, 1.03450, 1.48430)
N (1.20891, 0.61957, 0.68627)
S (1.69383, -1.07228, -1.48121)

***

Arrangement b

Here is an isolated molecule of C2H4N4S from the Open Molecules 2025 dataset. Energies are from wB97M-V/def2-TZVPD.

Calculated values
**Structure (SMILES)**: Nc1n[nH]c(S)n1

Positions of all 11 atoms, in Å:
N (2.15883, -0.66993, -0.09650)
C (0.93550, -0.05597, -0.05342)
N (0.71969, 1.24628, -0.07588)
N (-0.61911, 1.31169, 0.02763)
C (-1.14385, 0.08914, -0.06123)
S (-2.90606, -0.19445, -0.03166)
N (-0.20462, -0.80107, -0.03490)
H (2.94050, -0.04552, 0.11439)
H (2.18605, -1.60866, 0.35049)
H (-1.13632, 2.24175, -0.02622)
H (-2.93061, -1.51326, -0.11269)

***

arrangement b (0.1680 hartree below the next structure)

***

Arrangement a

Here is an isolated molecule of C2H4N4S from the Open Molecules 2025 dataset. Energies are from wB97M-V/def2-TZVPD.

Calculated values
**Structure (SMILES)**: Cn1nnnc1S

Positions of all 11 atoms, in Å:
C (-1.50022, -0.91835, 1.21638)
N (-0.24293, -0.69158, 0.51247)
N (0.77611, -1.57334, 0.59260)
N (1.70549, -1.12999, -0.06883)
N (1.43081, 0.06946, -0.62821)
C (0.14959, 0.31184, -0.26098)
S (-0.78354, 1.70078, -0.72474)
H (-1.38746, -1.91322, 1.58941)
H (-1.55590, -0.19408, 2.02170)
H (-2.32101, -0.63387, 0.59044)
H (0.21855, 2.44581, -1.19429)

***

Arrangement b

Here is a 2-piece molecular cluster, C2H4N4S overall from the Open Molecules 2025 dataset. Energies are from wB97M-V/def2-TZVPD.

Positions of all 11 atoms, in Å:
C (2.16964, 1.16661, -1.38671)
C (-0.79735, -1.29926, 0.68114)
N (2.83792, -0.04585, -1.33988)
N (0.93897, 0.97362, -1.03907)
N (2.01754, -0.95619, -0.95610)
N (0.85072, -0.37591, -0.86595)
S (-0.36554, -0.45774, 2.08526)
H (2.49110, 2.15689, -1.67552)
H (-1.21133, -0.76142, -0.20974)
H (0.00274, -2.01533, 0.58466)
H (-1.12844, 0.57587, 1.88540)

***

arrangement a (0.1267 hartree below the next structure)